[1]
The following is a quantum chemistry calculation of a 9-piece molecular cluster, C54H135N9 overall in a non-equilibrium geometry, from OMol25.

As for the orbital gap: 8.67 eV. The value obtained for the energy above the lowest of the compared OMol25 structures with the same formula, charge and spin is 6.2072 eV. The value obtained for the total energy is -71590.2981 eV. The total charge is 0. The value obtained for the HOMO energy is -8.06 eV. Its SMILES is CCN(CC)CC.CCN(CC)CC.CCN(CC)CC.CCN(CC)CC.CCN(CC)CC.CCN(CC)CC.CCN(CC)CC.CCN(CC)CC.CCN(CC)CC.

```
198
Properties=species:S:1:pos:R:3:forces:R:3
C -1.1838 1.3695 0.5084 -0.112 0.501 -0.488
C -1.0917 0.2128 -0.4984 -1.044 0.673 -0.183
N 0.0525 -0.6093 -0.4113 2.036 -0.841 0.541
C 0.2539 -1.2669 0.8824 -0.667 -2.203 -1.290
C -0.9772 -2.1664 1.2392 -0.011 1.350 1.324
C 1.3052 0.0762 -0.7722 0.329 -1.274 -1.530
C 2.3944 -0.9203 -1.3501 0.200 0.411 0.290
H -0.8487 2.2641 -0.0164 0.046 0.286 0.222
H -0.5688 1.2692 1.4028 -0.001 -0.247 -0.017
H -2.2123 1.5434 0.8246 -0.001 -0.002 0.025
H -2.0065 -0.3792 -0.4690 0.084 -0.289 0.220
H -1.0926 0.5983 -1.5179 -0.045 0.333 -0.048
H 1.0717 -1.9730 0.7384 0.336 0.190 0.042
H 0.5843 -0.5529 1.6369 -0.440 -0.023 0.565
H -1.8021 -1.4632 1.3540 -0.460 -0.296 -0.086
H -1.2946 -3.0124 0.6296 0.522 0.457 -0.793
H -0.8951 -2.6251 2.2245 0.431 0.175 0.256
H 1.7594 0.6407 0.0421 0.023 0.042 0.406
H 1.0627 0.8089 -1.5419 0.003 0.010 -0.101
H 2.8536 -1.5550 -0.5921 -0.305 -0.063 0.269
H 3.2636 -0.4240 -1.7818 -0.006 0.737 0.178
H 2.1310 -1.5815 -2.1756 -0.929 0.054 0.162
C -1.0320 -2.7416 -3.4349 0.411 1.284 0.505
C -0.7192 -3.9465 -4.2355 -0.480 -1.965 0.395
N -0.8168 -3.8495 -5.6438 0.171 1.068 -2.577
C -0.5335 -5.1584 -6.2899 -0.256 1.335 0.650
C -1.7174 -5.6487 -7.1017 1.697 -0.259 0.198
C 0.0405 -2.7899 -6.2461 -1.562 0.737 0.206
C -0.2571 -2.5419 -7.7091 -0.540 -0.634 -0.882
H -0.4666 -2.7017 -2.5039 0.338 0.105 -0.097
H -2.0606 -2.6362 -3.0902 -0.210 -0.233 -0.509
H -0.7804 -1.8813 -4.0550 -0.035 0.357 0.541
H 0.2402 -4.4404 -4.0814 0.560 0.319 1.088
H -1.4704 -4.6904 -3.9703 0.076 -0.446 0.206
H 0.3799 -4.9844 -6.8587 0.108 -0.672 -0.270
H -0.3644 -5.9248 -5.5335 0.406 0.164 0.275
H -1.4549 -6.7019 -7.2012 -0.835 -0.309 -0.382
H -2.5732 -5.4711 -6.4505 -0.350 -0.126 -0.726
H -1.6671 -5.1845 -8.0867 -0.851 0.092 0.133
H 1.1004 -2.9177 -6.0258 0.282 -0.095 0.026
H -0.2986 -1.8141 -5.8984 0.355 -0.138 1.056
H -1.3351 -2.4843 -7.8601 -0.265 -0.640 0.235
H 0.1400 -3.3311 -8.3475 0.003 0.192 -0.334
H -0.0244 -1.5512 -8.0997 1.040 -0.045 0.278
C 3.4540 -5.0949 -5.0696 -0.068 1.980 -0.317
C 3.4861 -6.0904 -3.9343 -0.170 0.227 -0.762
N 3.6738 -5.5639 -2.5621 0.785 0.029 -0.339
C 4.9308 -4.7821 -2.3922 0.306 -1.942 -0.865
C 6.1596 -5.6654 -2.8702 -1.216 1.637 0.279
C 2.5693 -4.7843 -2.0668 -0.185 -0.504 1.453
C 1.3870 -5.5982 -1.7290 -3.048 -1.553 -0.990
H 3.1592 -5.4987 -6.0382 0.377 -0.480 0.045
H 4.3816 -4.5297 -5.1604 0.384 -0.321 -0.279
H 2.7470 -4.2725 -4.9611 -0.474 -0.021 0.489
H 2.5611 -6.6441 -4.0947 -0.128 -0.236 1.000
H 4.2700 -6.7702 -4.2681 0.198 -0.287 0.875
H 4.7937 -3.8258 -2.8969 0.565 0.284 -0.219
H 5.1435 -4.5889 -1.3407 -0.629 0.007 0.114
H 6.3365 -5.5551 -3.9401 0.067 -0.175 0.030
H 7.0124 -5.2716 -2.3172 0.240 -0.421 -0.176
H 5.9169 -6.6966 -2.6139 0.321 0.063 0.046
H 2.2073 -3.9730 -2.6984 0.331 0.396 -0.257
H 2.7985 -4.4096 -1.0692 0.912 0.697 -0.259
H 0.9314 -6.0085 -2.6302 -0.003 -0.111 -0.416
H 0.5436 -5.0228 -1.3472 0.194 0.588 0.185
H 1.3744 -6.4849 -1.0951 1.202 0.174 0.384
C 0.8928 3.9222 3.1955 2.343 1.079 0.621
C 2.1087 3.9690 4.2119 -0.795 -1.949 0.342
N 1.6993 4.2719 5.5837 1.793 -1.470 1.417
C 2.8644 4.0129 6.5427 -1.003 -1.617 -1.819
C 2.8903 2.5074 6.7989 0.563 0.048 0.397
C 1.3168 5.6155 5.7715 -1.398 -0.013 -0.742
C 2.2910 6.5649 5.1894 -0.358 1.993 -0.144
H -0.0401 3.6612 3.6953 0.225 -0.249 -0.111
H 1.2435 3.2238 2.4356 -0.681 -0.102 -0.158
H 0.8292 4.9089 2.7367 -0.468 0.022 -0.166
H 2.5116 2.9564 4.1936 -0.474 -0.507 0.496
H 3.0572 4.4291 3.9347 -0.340 1.239 -0.639
H 2.8540 4.5279 7.5033 -0.687 0.358 -0.276
H 3.7696 4.3138 6.0153 0.428 0.020 0.200
H 3.2808 1.9473 5.9492 0.104 0.020 0.070
H 1.9104 2.0866 7.0244 -0.086 0.329 0.042
H 3.5289 2.3437 7.6670 0.164 -0.380 -0.046
H 0.3517 5.7249 5.2768 -0.303 0.360 0.080
H 1.1639 5.7220 6.8455 -0.072 0.528 -0.064
H 1.8097 7.5398 5.2670 0.606 0.583 0.868
H 3.2491 6.4618 5.6988 0.088 0.579 -0.313
H 2.3700 6.5895 4.1026 0.337 -0.979 -0.053
C -1.2559 1.8396 8.3077 -0.576 0.317 -0.305
C -2.0996 1.7145 7.0006 0.175 -0.625 1.268
N -2.0564 0.3266 6.5368 -0.033 -0.734 -1.071
C -3.0691 0.0602 5.4177 0.461 0.129 1.445
C -4.5293 0.0357 5.9420 1.139 0.713 0.863
C -0.6625 -0.2063 6.2072 -2.019 -0.130 -2.339
C 0.0628 0.5623 5.0642 0.343 0.724 2.034
H -1.4307 0.9650 8.9342 0.163 -0.351 -0.343
H -1.6790 2.6253 8.9336 0.277 0.466 -0.219
H -0.1846 1.9995 8.1861 -0.065 -0.006 -0.119
H -3.0998 1.9752 7.3467 -0.348 -0.453 -0.184
H -1.9363 2.4548 6.2174 0.765 0.205 -0.110
H -2.9231 0.7781 4.6106 -0.175 0.236 -0.219
H -2.9013 -0.9335 5.0024 0.421 -0.047 0.058
H -4.7936 0.9620 6.4520 -0.115 0.434 -0.587
H -5.2529 -0.1952 5.1601 0.030 -0.088 0.156
H -4.5597 -0.6249 6.8084 -0.141 -0.661 -0.414
H -0.8898 -1.1376 5.6884 -0.016 -0.619 0.763
H -0.0389 -0.4105 7.0775 -0.204 0.378 0.032
H 0.2056 1.5384 5.5278 0.096 0.625 -0.776
H -0.4725 0.6197 4.1164 -0.101 -0.061 0.198
H 1.0764 0.1858 4.9259 -0.062 -0.280 -0.207
C 5.4356 0.0942 -9.3440 -0.003 0.041 0.601
C 5.3727 0.0644 -7.7990 0.239 -1.550 -1.116
N 4.1212 -0.4673 -7.2533 -0.123 1.039 1.118
C 3.9831 0.1569 -5.8938 -0.745 -0.064 -1.398
C 2.6258 -0.1335 -5.2277 1.039 0.270 0.060
C 4.0098 -1.9298 -7.1141 0.261 0.080 -1.097
C 4.2596 -2.7227 -8.3772 0.227 -0.343 -1.569
H 5.0155 1.0596 -9.6264 0.160 -0.041 -0.387
H 4.8831 -0.6760 -9.8821 0.126 -0.004 0.306
H 6.4963 0.0333 -9.5876 -0.047 0.185 -0.470
H 6.1671 -0.5323 -7.3506 0.625 -0.302 -0.218
H 5.6695 1.0880 -7.5704 -0.856 0.072 0.849
H 4.8059 -0.0812 -5.2197 0.326 -0.373 0.107
H 4.1295 1.1911 -6.2057 -0.525 0.378 0.877
H 2.5051 0.5297 -4.3712 -0.268 0.346 -0.241
H 1.8530 -0.0161 -5.9874 -0.245 -0.028 0.310
H 2.5961 -1.1135 -4.7515 -0.049 -0.280 -0.433
H 2.9507 -2.0693 -6.8974 0.322 -0.395 0.900
H 4.7565 -2.2916 -6.4072 -0.305 -0.115 0.869
H 5.2320 -2.5097 -8.8212 -0.129 0.503 -0.196
H 3.4527 -2.6060 -9.1006 0.145 0.752 -0.303
H 4.3138 -3.8109 -8.4057 -0.191 -0.279 1.458
C -2.8763 4.3311 1.7164 -0.888 0.418 0.661
C -3.8281 5.3915 2.4322 1.323 -0.796 -0.532
N -3.5945 5.5003 3.9236 -0.396 3.635 -4.472
C -3.8324 4.4132 4.7343 0.862 -0.759 1.294
C -5.1901 3.8122 4.7696 -1.098 0.090 -0.530
C -2.2728 6.1043 4.1533 -1.309 1.189 0.757
C -2.1375 7.5449 3.6033 0.496 -0.930 -0.778
H -3.1360 4.1872 0.6676 -0.226 0.087 0.027
H -3.0207 3.3771 2.2235 0.084 -0.182 -0.092
H -1.8075 4.5446 1.7294 -0.027 0.306 0.257
H -3.7134 6.3462 1.9188 0.639 0.296 0.597
H -4.8349 5.2189 2.0518 -0.444 -0.756 1.094
H -3.0857 3.6729 4.4469 0.248 -0.960 0.693
H -3.5914 4.8881 5.6854 0.103 -1.001 0.720
H -5.4256 3.3726 3.8004 0.003 -0.461 0.057
H -5.2941 3.0874 5.5771 0.169 -0.174 -0.231
H -5.9867 4.5424 4.9121 0.152 0.345 0.178
H -1.4366 5.4507 3.9050 0.136 -0.052 -0.472
H -2.2038 6.2568 5.2303 0.069 -0.300 0.269
H -1.1025 7.8396 3.7765 -0.047 0.359 0.227
H -2.8475 8.2671 4.0064 0.094 -0.267 0.361
H -2.2587 7.5845 2.5208 0.034 -0.070 -0.064
C -3.0445 -5.8846 4.0402 0.552 -0.288 0.094
C -3.3539 -4.5230 3.4668 -1.573 -0.683 -0.109
N -4.8081 -4.1927 3.5188 0.018 1.108 0.563
C -4.8992 -2.7928 3.0238 -1.503 -1.248 -0.239
C -6.3771 -2.4842 2.6871 1.117 1.033 -0.696
C -5.5056 -4.4180 4.8319 2.112 0.292 0.797
C -4.8158 -3.6056 5.9845 -0.845 -0.334 -0.273
H -3.2888 -6.0052 5.0956 -0.026 0.221 0.024
H -1.9728 -6.0600 3.9465 0.095 -0.086 0.025
H -3.5415 -6.6927 3.5034 -0.159 0.142 -0.108
H -2.7191 -3.7345 3.8711 0.092 0.134 0.421
H -3.1787 -4.5430 2.3912 0.393 -0.039 -0.055
H -4.2271 -2.7273 2.1683 -0.394 -0.154 -0.469
H -4.4944 -2.0027 3.6563 -0.032 -0.076 0.768
H -6.8204 -3.1489 1.9456 0.064 -0.502 0.499
H -6.3626 -1.5369 2.1481 -0.190 0.411 0.187
H -6.9825 -2.3463 3.5830 -0.069 -0.246 -0.141
H -6.5728 -4.2055 4.8948 0.071 0.380 -0.891
H -5.4641 -5.4819 5.0652 0.227 -0.078 -0.157
H -3.7567 -3.8098 6.1415 0.073 0.012 -0.434
H -4.9805 -2.5473 5.7820 0.280 -0.030 0.135
H -5.2739 -3.8168 6.9507 -0.263 -0.045 0.012
C 2.4052 3.4940 -1.4983 0.394 -0.185 1.073
C 1.4665 4.4154 -2.1867 -0.857 -0.635 -2.074
N 0.3143 3.6595 -2.7415 -1.514 0.228 0.667
C 0.6397 2.6648 -3.7654 0.870 0.655 0.501
C 0.9724 3.2402 -5.1392 -0.161 -0.836 0.529
C -0.8554 4.4932 -3.1179 0.018 -0.711 0.166
C -1.6913 5.0842 -1.9844 0.091 -1.013 0.933
H 3.3240 3.9875 -1.1815 -0.168 0.300 0.316
H 2.7833 2.6902 -2.1300 -0.351 -0.103 0.066
H 1.8400 3.1173 -0.6458 0.502 -0.490 0.204
H 1.0424 5.1890 -1.5465 0.361 0.043 -0.038
H 2.0153 4.8200 -3.0372 0.054 0.933 -0.065
H 1.5355 2.1866 -3.3690 -0.013 -0.201 -0.342
H -0.0645 1.8398 -3.8725 -0.594 0.281 0.343
H 0.0949 3.6634 -5.6281 0.182 0.259 0.034
H 1.7902 3.9467 -4.9972 -0.073 0.091 -0.598
H 1.2722 2.3564 -5.7023 0.358 0.342 -0.469
H -1.5541 3.8067 -3.5961 0.175 -0.026 -0.499
H -0.6056 5.2698 -3.8408 0.211 0.202 -0.168
H -2.3238 4.3147 -1.5418 -0.208 -0.398 -0.347
H -2.3913 5.8508 -2.3168 0.462 0.326 0.090
H -1.1152 5.3113 -1.0874 0.248 0.944 -0.252
```
Positions in Å, forces in eV/Å.

These are the Mulliken partial charges, in e, on atoms 1 to 8: C 0.21; C -1.58; N 0.76; C -0.41; C -1.43; C 0.92; C -1.65; H -0.06

[2]
The following is a quantum chemistry calculation of a 2-piece molecular cluster, C12H17N overall in a non-equilibrium geometry, from OMol25.

As for the orbital gap: 8.76 eV. The value obtained for the energy above the lowest of the compared OMol25 structures with the same formula, charge and spin is 1.6724 eV. The value obtained for the total energy is -14208.6650 eV. The total charge is 0. The value obtained for the HOMO energy is -7.89 eV. Its SMILES is CCc1c[nH]c2ccccc12.CC.

```
30
Properties=species:S:1:pos:R:3:forces:R:3
C -0.0258 -0.7605 0.7589 -0.438 -1.605 0.593
C -0.7194 -0.4747 2.1217 1.005 0.593 0.603
C 0.9497 0.2268 0.1910 -2.582 0.044 1.912
C 2.1082 0.0791 -0.4340 1.430 -0.030 -0.498
C 0.6631 1.6335 0.3413 1.785 -0.049 -2.484
C 1.7806 2.2807 -0.3453 -2.301 0.826 3.146
C -0.3806 2.3862 0.8621 -0.237 1.427 -0.081
C 1.8694 3.6737 -0.1580 1.903 -1.135 -1.399
C -0.2102 3.7721 1.0501 -0.502 -1.122 0.557
C 0.9292 4.3997 0.5224 -0.308 0.341 0.763
N 2.6575 1.3182 -0.7313 0.059 0.108 -0.606
H 0.3111 -1.8057 0.9297 0.759 0.719 -0.627
H -0.7964 -0.9102 0.0220 -0.568 0.110 -0.385
H -1.6947 -0.0305 2.0800 -0.566 0.235 -0.447
H 2.6329 -0.8203 -0.6790 0.182 -0.233 -0.076
H 3.5486 1.4885 -1.1715 -0.236 -0.142 0.082
H -1.3941 2.0237 1.0087 0.433 -0.529 0.643
H 2.8205 4.0562 -0.5352 -0.422 0.793 0.127
H -0.9453 4.1998 1.7797 0.717 0.308 -1.321
H 1.1242 5.4552 0.7028 -0.128 -0.190 -0.042
H -0.1401 0.2307 2.7562 -0.087 -0.576 -0.353
H -0.8410 -1.4113 2.6752 0.110 0.167 -0.061
C -2.4523 -4.2718 -1.6857 -0.033 -0.381 1.426
C -1.1256 -3.5370 -1.7415 0.360 0.972 -2.067
H -3.2858 -3.5501 -1.5212 0.529 -0.470 -0.662
H -2.5208 -4.8309 -2.6197 -0.631 -0.094 0.268
H -2.5387 -4.9524 -0.8074 0.185 0.166 -0.695
H -0.1643 -4.0244 -1.5208 -0.560 -0.872 -0.711
H -1.0175 -2.7522 -1.0307 -0.611 1.060 0.410
H -1.1424 -3.0921 -2.8206 0.752 -0.439 1.987
```
Positions in Å, forces in eV/Å.

These are the natural (NBO) partial charges, in e, on atoms 1 to 8: C -0.43; C -0.60; C -0.09; C -0.02; C -0.09; C 0.15; C -0.21; C -0.24